{
  "formula": "C4H13N2OS",
  "method": "ωB97M-V/def2-TZVPD",
  "species": ["C", "N", "C", "C", "S", "C", "N", "H", "H", "H", "H", "H", "H", "H", "H", "H", "H", "H", "H", "H", "O"],
  "coordinates": [[0.173, -0.322, -0.962], [-0.759, -1.152, -0.150], [-2.104, -0.797, -0.468], [-2.496, 0.552, 0.169], [-4.194, 0.978, -0.328], [1.692, -0.437, -0.479], [2.387, 0.833, -0.277], [-0.083, 0.767, -0.935], [0.094, -0.567, -2.048], [-0.277, -0.312, 1.117], [-2.203, -0.587, -1.546], [-2.868, -1.573, -0.243], [-2.108, 0.458, 1.182], [-1.913, 1.389, -0.294], [1.584, -0.821, 0.517], [2.198, -1.224, -1.120], [0.797, 0.847, 1.245], [2.635, 1.129, -1.273], [3.445, 0.601, 2.165], [3.781, -0.047, 1.886], [0.221, 0.285, 1.842]],
  "charge": -1,
  "total_energy_ha": -742.901902
}

{
  "formula": "C4H13N2S",
  "method": "ωB97M-V/def2-TZVPD",
  "species": ["C", "C", "N", "H", "H", "H", "H", "H", "H", "H", "C", "C", "S", "N", "H", "H", "H", "H", "H", "H"],
  "coordinates": [[-0.844, 0.427, 2.476], [-1.794, 0.306, 1.291], [-3.197, 0.169, 1.719], [-0.867, -0.496, 3.074], [0.181, 0.524, 2.080], [-1.058, 1.255, 3.152], [-1.654, 1.163, 0.633], [-1.454, -0.555, 0.714], [-3.807, 0.714, 1.130], [-3.520, -0.785, 1.682], [1.482, -1.448, -1.507], [2.211, -0.193, -0.990], [1.006, 1.039, -0.336], [0.368, -1.203, -2.416], [1.107, -1.989, -0.632], [2.256, -2.096, -1.939], [2.808, 0.299, -1.765], [2.866, -0.489, -0.166], [0.753, -1.016, -3.343], [0.022, -0.289, -2.106]],
  "charge": -1,
  "total_energy_ha": -667.915986
}

{
  "formula": "C4H13N2S",
  "method": "ωB97M-V/def2-TZVPD",
  "species": ["C", "N", "C", "C", "N", "C", "S", "H", "H", "H", "H", "H", "H", "H", "H", "H", "H", "H", "H", "H"],
  "coordinates": [[-2.981, -0.449, -0.310], [-1.901, -1.149, 0.513], [-1.051, -0.223, 1.220], [-0.066, 0.453, 0.218], [0.848, 1.343, 1.152], [0.820, -0.572, -0.360], [2.215, 0.122, -1.304], [-3.235, -1.078, -1.169], [-2.591, 0.509, -0.645], [-3.819, -0.176, 0.378], [-2.367, -1.777, 1.146], [-0.381, -0.737, 2.064], [-1.537, 0.588, 1.755], [-0.524, 1.182, -0.460], [1.749, 1.581, 0.731], [1.116, 0.719, 1.934], [0.290, 2.145, 1.426], [1.315, -1.220, 0.323], [0.290, -1.215, -1.085], [1.477, 0.923, -2.119]],
  "smiles": "CNC[C@@H]([NH3+])CS",
  "charge": 1,
  "total_energy_ha": -667.625661
}

{
  "formula": "C4H13N2S",
  "method": "ωB97M-V/def2-TZVPD",
  "species": ["C", "C", "S", "H", "H", "H", "H", "H", "H", "C", "C", "N", "N", "H", "H", "H", "H", "H", "H", "H"],
  "coordinates": [[0.557, 2.153, 1.669], [-0.399, 1.338, 2.514], [-1.917, 0.812, 1.625], [0.018, 2.960, 1.174], [0.943, 1.549, 0.842], [1.380, 2.513, 2.273], [0.066, 0.486, 3.003], [-0.784, 1.959, 3.322], [-2.543, 0.424, 2.742], [0.783, -1.062, -1.613], [-0.316, -1.790, -1.369], [-1.018, -1.788, -0.217], [1.280, -0.959, -3.008], [1.244, -0.376, -0.927], [-0.688, -2.439, -2.157], [-2.022, -1.832, -0.285], [-0.740, -1.106, 0.480], [2.165, -1.450, -3.161], [1.396, 0.013, -3.290], [0.594, -1.406, -3.616]],
  "charge": 1,
  "total_energy_ha": -667.624193
}

{
  "formula": "C4H13N2S",
  "method": "ωB97M-V/def2-TZVPD",
  "species": ["C", "C", "C", "C", "N", "N", "S", "H", "H", "H", "H", "H", "H", "H", "H", "H", "H", "H", "H", "H"],
  "coordinates": [[1.228, -0.060, 2.695], [-0.533, 1.826, 0.960], [0.683, -0.272, 1.250], [-0.627, -1.268, -2.778], [-0.985, -1.831, -3.872], [0.369, 0.855, 0.389], [-0.967, 0.262, -2.331], [1.178, -1.043, 3.272], [2.202, 0.542, 2.819], [0.362, 0.501, 3.302], [-1.379, 1.265, 1.453], [-0.104, 2.571, 1.744], [-0.994, 2.449, 0.171], [-0.330, -0.839, 1.336], [1.501, -0.933, 0.811], [-0.120, -1.984, -2.122], [-0.968, -2.764, -4.124], [-1.502, -1.180, -4.518], [1.287, 1.262, 0.215], [-0.301, 0.641, -0.672]],
  "charge": 1,
  "total_energy_ha": -667.614487
}

{
  "formula": "C4H13N2S",
  "method": "ωB97M-V/def2-TZVPD",
  "species": ["C", "C", "S", "N", "H", "H", "H", "H", "H", "H", "H", "H", "C", "C", "N", "H", "H", "H", "H", "H"],
  "coordinates": [[0.653, -1.407, 0.297], [0.589, -0.672, -1.050], [2.064, -1.010, -2.018], [-0.614, -1.161, 1.054], [1.468, -1.046, 0.915], [0.758, -2.481, 0.160], [0.496, 0.409, -0.924], [-0.247, -1.010, -1.662], [1.815, -0.133, -3.024], [-0.575, -1.600, 1.982], [-1.419, -1.571, 0.575], [-0.793, -0.070, 1.182], [-2.360, 1.848, 0.502], [-0.853, 2.143, 2.283], [-1.147, 1.479, 1.241], [-2.089, 2.126, -0.516], [-2.879, 2.697, 0.956], [-3.049, 1.006, 0.446], [0.048, 1.906, 2.842], [-1.476, 2.969, 2.624]],
  "charge": 2,
  "total_energy_ha": -667.170204,
  "spin_multiplicity": 2
}

{
  "formula": "C4H13N2S2",
  "method": "ωB97M-V/def2-TZVPD",
  "species": ["C", "C", "S", "S", "H", "H", "H", "H", "H", "H", "C", "N", "C", "N", "H", "H", "H", "H", "H", "H", "H"],
  "coordinates": [[-2.888, 0.749, 0.676], [-2.338, -0.520, 0.031], [-1.172, -0.076, -1.297], [-0.918, -2.113, -1.953], [-3.535, 1.291, 0.013], [-2.160, 1.414, 1.127], [-3.433, 0.273, 1.510], [-3.198, -1.069, -0.386], [-1.904, -1.146, 0.843], [-0.396, -2.683, -0.820], [2.842, -1.132, 0.167], [1.083, 2.097, -0.171], [1.925, 1.141, 0.223], [1.680, -0.149, 0.130], [2.390, -2.044, 0.463], [3.594, -0.681, 0.797], [3.255, -1.230, -0.836], [0.216, 1.800, -0.658], [1.335, 3.046, -0.217], [2.899, 1.535, 0.497], [0.725, -0.501, -0.138]],
  "charge": 1,
  "total_energy_ha": -1065.842194
}

{
  "formula": "C4H13N2S2",
  "method": "ωB97M-V/def2-TZVPD",
  "species": ["C", "N", "C", "C", "N", "C", "S", "S", "H", "H", "H", "H", "H", "H", "H", "H", "H", "H", "H", "H", "H"],
  "coordinates": [[1.637, -0.561, -2.045], [0.318, -0.004, -1.807], [-0.489, -0.814, -0.872], [-0.871, -0.032, 0.395], [-1.441, 1.292, -0.224], [0.185, 0.319, 1.424], [-0.571, 0.714, 3.069], [0.395, -0.084, 4.706], [2.045, -0.181, -3.047], [2.424, -0.429, -1.298], [1.660, -1.641, -2.201], [-0.337, -0.085, -2.586], [-1.523, -1.067, -1.212], [-0.016, -1.749, -0.593], [-1.740, -0.482, 0.921], [-0.666, 1.696, -0.786], [-1.747, 1.976, 0.475], [-2.285, 1.108, -0.780], [0.669, 1.241, 1.043], [0.850, -0.520, 1.194], [1.506, -0.698, 4.222]],
  "smiles": "CNC[C@H]([NH3+])CSS",
  "charge": 1,
  "total_energy_ha": -1065.785419
}

{
  "formula": "C4H13N2Si",
  "method": "ωB97M-V/def2-TZVPD",
  "species": ["C", "C", "C", "C", "N", "N", "Si", "H", "H", "H", "H", "H", "H", "H", "H", "H", "H", "H", "H", "H"],
  "coordinates": [[0.235, -1.675, 1.049], [-0.566, -2.639, 1.118], [1.891, 0.349, -1.790], [-2.259, 0.097, 0.865], [0.899, 1.359, -1.281], [-0.851, 0.173, 0.596], [0.309, 1.435, 0.554], [1.254, -1.285, 0.927], [0.005, 1.258, -1.845], [-1.665, -2.338, 1.231], [-0.134, -3.607, 1.005], [2.764, 0.447, -1.164], [1.477, -0.675, -1.561], [1.990, 0.393, -2.877], [-2.415, -0.122, 1.966], [-2.721, -0.812, 0.534], [-2.706, 1.056, 0.451], [1.157, 2.363, -1.381], [1.654, 1.437, 1.134], [-0.314, 2.788, 0.469]],
  "charge": 1,
  "total_energy_ha": -558.830854
}

{
  "formula": "C4H13N3",
  "method": "ωB97M-V/def2-TZVPD",
  "species": ["C", "N", "N", "C", "C", "H", "H", "H", "H", "H", "H", "H", "H", "H", "H", "C", "N", "H", "H", "H"],
  "coordinates": [[0.730, 1.854, 0.461], [-0.479, 1.247, 0.977], [-0.623, -0.158, 0.541], [-1.364, -0.860, 1.575], [-1.275, -0.259, -0.755], [0.841, 1.802, -0.630], [1.581, 1.340, 0.909], [0.749, 2.898, 0.772], [-1.295, 1.792, 0.686], [-1.380, -1.922, 1.339], [-2.392, -0.484, 1.674], [-0.856, -0.710, 2.525], [-0.660, 0.242, -1.500], [-1.328, -1.310, -1.037], [-2.283, 0.185, -0.751], [1.925, -1.228, -0.984], [1.743, -0.678, -2.093], [2.773, -1.880, -0.734], [1.137, -1.020, -0.169], [2.455, -0.851, -2.806]],
  "smiles": "CNN(C)C.C=N",
  "total_energy_ha": -324.380134
}

{
  "formula": "C4H13N3",
  "method": "ωB97M-V/def2-TZVPD",
  "species": ["C", "C", "N", "C", "N", "H", "H", "H", "H", "H", "H", "H", "H", "H", "H", "C", "N", "H", "H", "H"],
  "coordinates": [[1.042, 1.749, 0.175], [1.476, 0.285, 0.310], [2.657, -0.056, -0.479], [0.353, -0.684, -0.097], [-0.838, -0.626, 0.743], [0.761, 1.967, -0.856], [1.860, 2.414, 0.455], [0.192, 1.977, 0.817], [1.734, 0.086, 1.358], [3.446, 0.520, -0.205], [2.483, 0.127, -1.463], [0.751, -1.701, -0.087], [0.029, -0.451, -1.117], [-0.621, -0.852, 1.712], [-1.407, 0.281, 0.570], [-2.610, -1.276, -0.064], [-3.087, -0.104, -0.439], [-2.211, -2.028, -0.752], [-3.017, -1.689, 0.860], [-2.995, 0.063, -1.439]],
  "smiles": "C[C@H](N)CN.C=N",
  "total_energy_ha": -324.397717
}

{
  "formula": "C4H13N3",
  "method": "ωB97M-V/def2-TZVPD",
  "species": ["C", "C", "C", "C", "N", "N", "N", "H", "H", "H", "H", "H", "H", "H", "H", "H", "H", "H", "H", "H"],
  "coordinates": [[0.875, -0.698, 0.146], [0.161, 0.449, -0.325], [-2.213, 0.010, 1.040], [-0.017, 0.736, -1.795], [-1.339, -0.629, 0.084], [2.298, 0.673, -0.408], [1.049, -0.952, 1.471], [-1.812, -0.787, -0.800], [1.007, -1.530, -0.538], [0.054, 1.278, 0.362], [0.558, -0.370, 2.130], [2.844, 0.148, -1.091], [2.798, 0.623, 0.477], [1.276, -1.892, 1.752], [-1.696, 0.088, 2.004], [-2.544, 1.025, 0.762], [-3.114, -0.590, 1.220], [0.768, 1.406, -2.138], [0.034, -0.183, -2.381], [-0.988, 1.195, -1.970]],
  "total_energy_ha": -324.320851
}

{
  "formula": "C4H13N3",
  "method": "ωB97M-V/def2-TZVPD",
  "species": ["C", "C", "C", "N", "N", "C", "N", "H", "H", "H", "H", "H", "H", "H", "H", "H", "H", "H", "H", "H"],
  "coordinates": [[1.097, 1.287, 0.108], [-0.246, 0.609, -0.052], [-1.086, 0.585, -1.368], [-2.326, 1.421, -1.097], [-0.354, -0.620, 0.870], [0.352, -1.825, 0.665], [1.761, -2.042, 0.314], [1.616, 1.399, -0.887], [1.680, 0.667, 0.813], [1.014, 2.380, 0.544], [-0.720, 1.365, 0.748], [-0.439, 0.776, -2.371], [-1.411, -0.435, -1.671], [-1.915, 2.421, -0.971], [-2.311, 1.309, -0.112], [-1.157, -0.516, 1.542], [0.185, -2.512, 1.612], [-0.207, -2.240, -0.157], [2.081, -2.789, 0.961], [2.388, -1.241, 0.510]],
  "smiles": "C[C@@H](CN)NCN",
  "total_energy_ha": -324.333009
}

{
  "formula": "C4H13N3",
  "method": "ωB97M-V/def2-TZVPD",
  "species": ["C", "C", "C", "N", "C", "N", "N", "H", "H", "H", "H", "H", "H", "H", "H", "H", "H", "H", "H", "H"],
  "coordinates": [[-1.050, 1.659, 0.538], [-1.058, 0.178, 0.247], [-1.673, -0.183, -1.091], [0.524, -0.368, 0.654], [0.890, -1.743, 0.940], [1.016, 0.086, -0.591], [2.396, 0.487, -0.578], [-0.581, 2.203, -0.284], [-0.473, 1.841, 1.439], [-2.072, 2.021, 0.678], [-1.564, -0.364, 1.044], [-1.544, -1.244, -1.319], [-2.742, 0.039, -1.068], [-1.227, 0.405, -1.890], [0.409, -2.036, 1.869], [0.592, -2.458, 0.157], [1.970, -1.826, 1.058], [0.955, -0.632, -1.322], [2.400, 1.470, -0.827], [2.835, 0.465, 0.342]],
  "smiles": "CC(C)N(C)NN",
  "total_energy_ha": -324.352037
}

{
  "formula": "C4H13N3",
  "method": "ωB97M-V/def2-TZVPD",
  "species": ["H", "N", "N", "H", "C", "N", "C", "C", "C", "H", "H", "H", "H", "H", "H", "H", "H", "H", "H", "H"],
  "coordinates": [[-0.317, 0.154, 3.422], [0.328, 0.569, 2.737], [-0.314, 1.497, 2.104], [0.376, 2.042, 1.567], [-0.413, -1.192, 0.886], [-0.932, -0.106, 0.174], [-0.203, 0.345, -1.019], [-0.580, -0.549, -2.203], [1.321, 0.425, -0.864], [0.201, -1.871, 0.301], [-1.189, -1.731, 1.427], [0.260, -0.686, 1.829], [-1.057, 0.717, 0.851], [-0.581, 1.352, -1.222], [-1.663, -0.605, -2.301], [-0.162, -0.149, -3.125], [-0.196, -1.559, -2.063], [1.755, 0.899, -1.743], [1.764, -0.565, -0.766], [1.602, 1.012, 0.010]],
  "smiles": "[H]/N=N/[H].CNC(C)C",
  "total_energy_ha": -324.358627
}

{
  "formula": "C4H13N3",
  "method": "ωB97M-V/def2-TZVPD",
  "species": ["H", "N", "C", "N", "C", "H", "H", "H", "H", "H", "C", "N", "C", "H", "H", "H", "H", "H", "H", "H"],
  "coordinates": [[0.867, -1.676, 3.185], [0.723, -1.126, 2.348], [1.754, -0.417, 2.101], [1.865, 0.273, 0.939], [3.134, 0.839, 0.509], [2.574, -0.309, 2.810], [1.252, -0.043, 0.203], [2.925, 1.626, -0.214], [3.620, 1.298, 1.368], [3.812, 0.117, 0.049], [-1.850, -0.027, -0.182], [-2.347, -0.777, -1.328], [-2.499, 0.045, -2.509], [-0.859, 0.363, -0.421], [-2.506, 0.824, 0.059], [-1.729, -0.661, 0.691], [-3.240, -1.187, -1.083], [-3.221, 0.876, -2.432], [-2.738, -0.561, -3.381], [-1.536, 0.519, -2.715]],
  "smiles": "[H]/N=C/NC.CNC",
  "total_energy_ha": -324.433250
}

{
  "formula": "C4H13N3",
  "method": "ωB97M-V/def2-TZVPD",
  "species": ["C", "N", "C", "N", "N", "C", "C", "H", "H", "H", "H", "H", "H", "H", "H", "H", "H", "H", "H", "H"],
  "coordinates": [[-1.688, -1.377, 0.120], [-2.131, -0.224, -0.072], [-1.312, 0.829, -0.633], [-0.440, 1.205, 0.503], [0.180, 0.071, 1.130], [1.496, -0.229, 0.606], [1.643, -0.451, -0.924], [-2.354, -2.023, 0.639], [-0.769, -1.751, -0.319], [-3.144, -0.027, 0.308], [-0.678, 0.400, -1.459], [-1.896, 1.664, -0.911], [0.185, 1.963, 0.170], [-1.091, 1.720, 1.229], [0.192, 0.229, 2.161], [2.191, 0.665, 0.767], [1.871, -1.080, 1.069], [1.041, -1.479, -1.069], [1.260, 0.406, -1.493], [2.755, -0.708, -1.187]],
  "smiles": "C=[NH+]C[NH2+]NCC",
  "charge": 2,
  "total_energy_ha": -323.706696
}

{
  "formula": "C4H13N3",
  "method": "ωB97M-V/def2-TZVPD",
  "species": ["C", "C", "C", "C", "N", "N", "N", "H", "H", "H", "H", "H", "H", "H", "H", "H", "H", "H", "H", "H"],
  "coordinates": [[-0.061, -0.975, -1.331], [-1.326, -0.619, 0.773], [1.636, 0.656, -1.312], [-0.075, 1.129, 2.001], [-1.178, -1.384, -0.430], [0.304, 0.359, -1.049], [-0.171, -0.120, 1.262], [0.795, -1.701, -1.419], [-0.376, -0.998, -2.393], [-2.064, 0.282, 0.700], [-1.810, -1.430, 1.405], [1.823, 1.625, -0.834], [2.270, -0.208, -1.039], [1.757, 0.897, -2.430], [0.819, 1.237, 2.627], [-0.088, 1.963, 1.389], [-0.843, 1.098, 2.725], [-1.735, -2.187, -0.533], [-0.399, 1.114, -1.283], [0.722, -0.739, 1.172]],
  "charge": 2,
  "total_energy_ha": -323.646965
}

{
  "formula": "C4H13N3O",
  "method": "ωB97M-V/def2-TZVPD",
  "species": ["C", "C", "O", "H", "H", "H", "H", "H", "H", "C", "N", "N", "C", "N", "H", "H", "H", "H", "H", "H", "H"],
  "coordinates": [[-2.697, -0.051, 0.122], [-0.919, -0.241, 1.391], [-2.682, -0.675, -0.972], [-1.247, -1.478, -1.342], [-2.667, 1.051, 0.123], [-3.224, -0.489, 0.981], [0.125, 0.045, 1.538], [-1.467, 0.272, 2.184], [-0.974, -1.321, 1.544], [1.647, 1.629, -0.189], [1.392, 0.274, -0.649], [2.258, -0.750, -0.217], [0.132, -0.110, -0.951], [-0.173, -1.340, -1.327], [3.172, -0.613, -0.635], [2.346, -0.730, 0.797], [0.426, -2.074, -0.976], [-0.582, 0.660, -1.187], [1.558, 1.702, 0.900], [2.649, 1.931, -0.495], [0.926, 2.308, -0.641]],
  "total_energy_ha": -399.553562
}

{
  "formula": "C4H13N3O",
  "method": "ωB97M-V/def2-TZVPD",
  "species": ["N", "C", "N", "C", "C", "C", "N", "H", "H", "H", "H", "H", "H", "H", "H", "H", "H", "H", "O", "H", "H"],
  "coordinates": [[1.508, 0.441, 1.440], [1.289, -0.831, 0.902], [0.745, -1.016, -0.231], [0.351, 0.021, -1.166], [-1.146, 0.425, -1.017], [-2.003, -0.794, -1.549], [-2.036, -0.833, -3.023], [1.376, 0.618, 2.358], [1.614, 1.344, 0.944], [1.785, -1.674, 1.560], [1.006, 0.817, -1.313], [0.407, -0.683, -2.135], [-1.460, 1.251, -1.532], [-1.474, 0.505, 0.143], [-3.028, -0.734, -1.139], [-1.561, -1.776, -1.157], [-1.104, -0.828, -3.286], [-2.633, -0.280, -3.508], [1.919, 1.336, 4.323], [2.641, 1.965, 4.367], [1.804, 0.728, 5.019]],
  "smiles": "N/C=N\\CCCN.O",
  "total_energy_ha": -399.628647
}

These records have relative energy (zero: lowest compared OMol25 entry of this formula, charge and spin) values of 7.5425; 0.6076; 1.4733; 1.5132; 1.7773; 1.3061; 0.8335; 2.3784; 4.7282; 2.5796; 2.1011; 4.1928; 3.8619; 3.3441; 3.1648; 1.1342; 5.0691; 6.6945; 5.2714; 3.2282 eV, in the order they appear.